Density functional theory data (ωB97M-V with the def2-TZVPD basis set) for a cluster of 11 separate species, C45H109N5O13P2 in total.

- max |F| (Eh/bohr) = 0.0614
- net charge = 0
- SMILES = COP(=O)(OC)OC.COP(=O)(OC)OC.CNC(C)=O.CNC(C)=O.CNC(C)=O.CNC(C)=O.CNC(C)=O.CCCCCC.CCCCCC.CCCCCC.CCCCCC
- HOMO-LUMO gap (eV) = 9.611

Structure (XYZ):
```
174
C45H109N5O13P2 (ωB97M-V with the def2-TZVPD basis set)
C 2.155 4.917 4.093
O 1.064 4.452 4.883
P 1.189 3.056 5.683
O 1.559 1.931 4.783
O 2.354 3.293 6.805
C 2.109 4.240 7.821
O -0.174 3.043 6.495
C -0.495 1.851 7.298
H 3.048 4.364 4.385
H 2.253 5.954 4.411
H 1.924 4.852 3.029
H 2.998 4.840 8.017
H 2.027 3.742 8.787
H 1.260 4.898 7.634
H 0.280 1.087 7.357
H -1.462 1.389 7.099
H -0.639 2.212 8.317
C 1.161 10.585 -1.376
O 1.644 10.846 -0.038
P 0.768 11.770 1.072
O 1.213 11.663 2.480
O 0.941 13.273 0.458
C 1.498 14.354 1.212
O -0.754 11.337 0.801
C -1.551 10.479 1.652
H 1.175 9.515 -1.585
H 1.874 11.039 -2.064
H 0.151 10.949 -1.562
H 0.940 15.277 1.368
H 2.395 14.572 0.632
H 1.741 13.972 2.204
H -2.398 11.042 2.044
H -1.076 9.975 2.494
H -1.918 9.701 0.983
C -5.443 3.805 1.698
N -6.671 3.997 0.922
C -7.473 4.997 1.189
C -8.543 5.314 0.151
O -7.425 5.612 2.230
H -4.594 3.871 1.018
H -5.326 2.870 2.246
H -5.204 4.620 2.382
H -6.957 3.401 0.159
H -8.527 6.350 -0.187
H -9.580 5.091 0.401
H -8.413 4.700 -0.740
C -6.345 -1.441 -5.526
N -7.721 -1.054 -5.798
C -8.549 -0.397 -4.920
C -9.923 -0.217 -5.384
O -8.220 -0.017 -3.790
H -5.686 -0.828 -6.140
H -6.155 -2.468 -5.837
H -6.080 -1.354 -4.472
H -8.095 -1.388 -6.675
H -10.283 -1.154 -5.808
H -9.923 0.537 -6.170
H -10.540 0.112 -4.547
C 3.855 -12.953 -1.801
N 2.753 -12.397 -1.000
C 2.443 -11.113 -1.087
C 1.230 -10.744 -0.258
O 3.028 -10.243 -1.742
H 4.811 -12.490 -1.556
H 3.632 -12.940 -2.868
H 3.991 -14.033 -1.733
H 2.179 -13.085 -0.534
H 1.045 -9.696 -0.494
H 1.433 -10.778 0.812
H 0.360 -11.372 -0.447
C 0.290 -3.237 -10.231
N 1.120 -3.727 -9.133
C 1.704 -4.928 -9.072
C 2.417 -5.170 -7.772
O 1.617 -5.771 -9.932
H 0.308 -4.029 -10.980
H 0.726 -2.371 -10.729
H -0.741 -3.028 -9.947
H 1.103 -3.211 -8.264
H 1.756 -5.446 -6.951
H 2.916 -4.222 -7.571
H 3.152 -5.969 -7.865
C 2.157 -2.441 -1.446
N 1.704 -1.051 -1.395
C 1.130 -0.416 -2.449
C 0.653 0.979 -2.041
O 0.849 -0.975 -3.520
H 1.375 -2.945 -2.014
H 2.168 -2.962 -0.489
H 3.099 -2.613 -1.967
H 1.852 -0.499 -0.562
H -0.342 1.102 -2.469
H 1.378 1.701 -2.418
H 0.562 1.043 -0.957
C -5.585 -5.482 8.405
C -4.333 -5.203 7.495
C -4.484 -5.900 6.154
C -3.255 -5.839 5.234
C -2.716 -4.468 4.838
C -3.470 -3.885 3.668
H -5.726 -6.541 8.619
H -6.519 -5.123 7.972
H -5.413 -4.939 9.334
H -4.418 -4.120 7.412
H -3.377 -5.489 7.934
H -5.276 -5.495 5.524
H -4.767 -6.946 6.273
H -2.439 -6.432 5.645
H -3.361 -6.408 4.310
H -2.778 -3.804 5.700
H -1.662 -4.614 4.599
H -2.882 -3.016 3.371
H -3.414 -4.509 2.776
H -4.506 -3.585 3.824
C 5.824 -7.712 4.860
C 4.915 -6.815 5.613
C 5.524 -5.742 6.463
C 4.434 -4.673 6.807
C 4.998 -3.419 7.563
C 5.439 -3.737 8.955
H 6.621 -8.121 5.480
H 6.314 -7.138 4.074
H 5.253 -8.566 4.494
H 4.103 -6.483 4.966
H 4.229 -7.385 6.241
H 6.355 -5.309 5.907
H 5.853 -6.218 7.387
H 4.091 -4.236 5.869
H 3.546 -5.124 7.251
H 5.854 -3.041 7.004
H 4.254 -2.622 7.546
H 6.345 -4.339 8.874
H 5.673 -2.844 9.536
H 4.636 -4.264 9.470
C 8.143 3.442 -2.074
C 7.748 2.130 -1.360
C 8.966 1.233 -1.133
C 8.737 -0.063 -0.384
C 10.024 -0.944 -0.224
C 9.866 -2.120 0.763
H 8.842 3.256 -2.889
H 8.581 4.138 -1.359
H 7.281 3.965 -2.487
H 7.310 2.420 -0.405
H 6.931 1.577 -1.824
H 9.796 1.704 -0.607
H 9.348 0.973 -2.120
H 8.257 0.212 0.555
H 7.959 -0.638 -0.887
H 10.298 -1.329 -1.206
H 10.835 -0.348 0.196
H 9.769 -1.768 1.790
H 9.049 -2.787 0.488
H 10.785 -2.704 0.730
C -6.304 2.794 -10.293
C -5.789 4.138 -9.760
C -5.868 4.342 -8.236
C -5.590 5.842 -7.845
C -5.738 6.146 -6.392
C -4.802 5.245 -5.497
H -7.259 2.626 -9.794
H -5.629 1.976 -10.039
H -6.478 2.860 -11.367
H -4.749 4.228 -10.074
H -6.426 4.907 -10.198
H -5.217 3.602 -7.770
H -6.876 4.060 -7.931
H -4.627 6.225 -8.184
H -6.344 6.382 -8.417
H -5.508 7.207 -6.291
H -6.775 5.975 -6.103
H -5.064 4.190 -5.578
H -3.808 5.382 -5.923
H -4.841 5.704 -4.510
```

Atom charges from the Mulliken analysis, given in e for atoms 1 to 4:
1. C -0.643
2. O -0.298
3. P 1.007
4. O -0.677